(1)
C37H52N2O13PS7Ti as an isolated structure in a non-equilibrium geometry. Source: the OMol25 dataset; level of theory: ωB97M-V/def2-TZVPD.

Each line ends with the Mulliken charge.
Atoms and positions in Å:
Ti 0.49 0.27 0.32  -0.03
O -1.57 -3.51 3.96  -0.54
C -1.69 -2.42 4.71  0.16
O -2.02 -2.47 5.87  -0.63
C -1.48 -1.13 3.99  0.76
C -2.30 -0.05 4.06  -0.94
N -1.86 0.84 3.14  -0.37
N -0.78 0.41 2.49  1.22
C -0.52 -0.79 3.01  -0.65
C 0.67 -1.55 2.52  0.69
O 1.14 -2.47 3.14  -0.78
O 1.16 -1.10 1.37  0.07
H -1.37 -3.28 3.03  0.50
H -3.16 0.14 4.68  0.65
H -2.25 1.73 2.91  -0.15
C -0.09 1.56 -4.24  -1.94
C 0.08 0.40 -3.25  2.76
C -0.97 -0.68 -3.53  -1.54
C 1.49 -0.16 -3.27  0.20
C 2.05 -0.51 -4.50  -0.59
C 3.35 -0.98 -4.59  -1.52
C 4.10 -1.09 -3.43  -1.10
C 3.60 -0.75 -2.18  0.28
C 4.55 -0.94 -1.00  0.70
C 4.51 0.17 0.05  -1.65
C 4.29 -2.29 -0.31  -1.26
C 2.27 -0.31 -2.11  0.62
O 1.71 0.02 -0.90  0.56
H -0.96 2.16 -3.96  0.31
H -0.25 1.18 -5.26  0.52
H 0.77 2.22 -4.25  0.36
H -0.13 0.79 -2.26  -1.03
H -0.81 -1.12 -4.52  0.39
H -1.97 -0.23 -3.50  0.46
H -0.93 -1.47 -2.78  0.10
H 1.45 -0.40 -5.40  0.40
H 3.78 -1.22 -5.55  0.37
H 5.13 -1.44 -3.50  0.43
H 5.55 -0.95 -1.43  0.77
H 3.58 0.15 0.61  -0.13
H 4.65 1.15 -0.39  0.34
H 5.33 0.01 0.77  0.53
H 3.30 -2.28 0.16  -0.15
H 5.03 -2.45 0.48  0.55
H 4.35 -3.12 -1.02  0.28
C -4.35 2.36 0.86  -1.32
S -2.68 2.14 0.15  1.12
O -2.92 1.97 -1.31  -0.71
C -2.30 3.87 0.50  0.06
C -1.59 4.17 1.65  -0.10
C -1.41 5.50 2.00  -0.64
C -1.91 6.51 1.19  -0.59
C -2.58 6.19 0.01  -0.70
C -2.78 4.87 -0.34  -0.42
H -4.88 3.07 0.22  0.43
H -4.27 2.76 1.88  0.45
H -4.86 1.40 0.87  0.39
H -1.13 3.39 2.24  -0.08
H -0.85 5.75 2.90  0.47
H -1.77 7.55 1.47  0.37
H -2.95 6.98 -0.63  0.40
H -3.29 4.59 -1.25  0.46
C 4.14 4.26 2.45  -0.35
S 5.01 2.67 2.57  -0.12
C 3.93 1.77 3.62  0.29
C 2.68 1.36 3.32  -0.34
S 1.85 1.80 1.86  -0.08
S 1.84 0.58 4.65  0.20
C 3.08 0.70 5.85  0.06
S 2.92 0.18 7.40  -0.28
S 4.51 1.45 5.24  -0.24
H 4.06 4.72 3.44  0.32
H 3.16 4.13 1.99  -0.12
H 4.76 4.89 1.80  0.34
C -4.32 -3.71 0.07  -1.72
C -4.00 -2.40 -0.62  1.86
C -4.75 -2.28 -1.94  -1.91
C -4.32 -1.21 0.27  -1.26
O -2.59 -2.38 -1.00  0.09
P -1.39 -2.03 -0.02  -1.29
O -1.56 -2.67 1.29  -0.52
O -1.20 -0.48 -0.03  1.96
O -0.16 -2.54 -0.86  0.44
C 0.25 -3.94 -1.06  1.73
C -0.91 -4.79 -1.54  -1.81
C 1.32 -3.84 -2.14  -1.73
C 0.82 -4.49 0.24  -1.34
H -5.37 -3.70 0.40  0.50
H -3.68 -3.84 0.95  0.15
H -4.18 -4.55 -0.61  0.38
H -5.82 -2.38 -1.76  0.40
H -4.42 -3.07 -2.62  0.39
H -4.54 -1.31 -2.40  0.30
H -5.40 -1.15 0.43  0.66
H -3.97 -0.30 -0.22  -0.09
H -3.82 -1.31 1.24  0.18
H -1.37 -4.35 -2.43  0.28
H -1.67 -4.87 -0.76  0.22
H -0.54 -5.79 -1.78  0.57
H 0.87 -3.51 -3.08  0.31
H 1.79 -4.82 -2.29  0.50
H 2.07 -3.12 -1.85  0.22
H 0.03 -4.65 0.97  0.30
H 1.53 -3.79 0.68  0.04
H 1.33 -5.43 0.05  0.51
C 2.23 2.93 -1.40  0.19
S 0.66 3.35 -0.73  1.55
O -0.15 3.86 -1.80  -0.68
O 0.93 4.26 0.35  -0.54
O 0.04 2.03 -0.20  -1.19
H 2.68 3.89 -1.66  0.81
H 2.12 2.30 -2.27  -0.28
H 2.81 2.44 -0.61  -0.44

Summary:
**Orbital gap**: 7.2 eV
**Total charge**: -1
**Relative energy (zero: lowest compared OMol25 entry of this formula, charge and spin)**: 0.878 eV
**E_tot**: -6507.34103 Eh
**Molar mass**: 1036.13 g/mol
**HOMO level**: -5.113 eV

(2)
C48H40AsN2O9P2STc as an isolated structure. Source: the OMol25 dataset; level of theory: ωB97M-V/def2-TZVPD.

Each line ends with the Mulliken spin population.
Atoms and positions in Å:
Tc 0.02 -0.99 0.56  1.92
N 0.63 -0.44 2.68  -0.02
C 0.75 0.85 3.28  0.00
C 1.91 1.14 4.00  -0.01
C 2.07 2.37 4.60  0.00
C 1.08 3.34 4.50  0.00
C -0.06 3.07 3.77  0.00
C -0.24 1.83 3.15  0.01
P -1.64 1.55 2.07  -0.01
C -2.23 3.14 1.52  0.00
C -1.75 3.63 0.31  0.00
C -2.18 4.85 -0.17  0.00
C -3.09 5.60 0.57  0.00
C -3.58 5.12 1.78  0.00
C -3.15 3.89 2.26  0.00
C -2.95 0.79 3.01  0.00
C -4.17 0.57 2.37  0.00
C -5.18 -0.10 3.03  0.00
C -4.98 -0.56 4.33  0.00
C -3.77 -0.34 4.97  0.00
C -2.75 0.33 4.31  0.00
H 1.44 -1.03 2.88  0.01
H -0.19 -0.94 3.03  -0.01
H 2.69 0.38 4.06  0.00
H 2.98 2.57 5.15  0.00
H 1.21 4.30 4.97  0.00
H -0.81 3.84 3.65  0.00
H -1.04 3.03 -0.26  0.00
H -1.82 5.22 -1.12  0.00
H -3.44 6.55 0.19  0.00
H -4.29 5.70 2.35  0.00
H -3.54 3.51 3.19  0.00
H -4.32 0.93 1.36  0.00
H -6.13 -0.27 2.54  0.00
H -5.77 -1.09 4.85  0.00
H -3.61 -0.70 5.98  0.00
H -1.80 0.50 4.81  0.00
O 2.66 -2.42 2.59  0.00
C 2.32 -2.48 1.41  -0.03
O 1.05 -2.61 1.06  0.07
C 3.34 -2.49 0.33  0.01
C 4.40 -3.37 0.53  0.00
C 5.40 -3.50 -0.42  0.00
C 5.34 -2.71 -1.56  0.00
C 4.29 -1.82 -1.74  -0.01
C 3.26 -1.68 -0.81  -0.02
P 1.86 -0.40 -0.99  0.04
C 2.75 1.04 -0.22  -0.01
C 2.03 1.96 0.52  0.00
C 2.64 3.05 1.12  0.00
C 4.01 3.24 0.98  0.00
C 4.75 2.33 0.23  0.00
C 4.13 1.24 -0.36  0.00
C 2.11 -0.08 -2.80  0.01
C 2.18 -1.09 -3.76  0.00
C 2.31 -0.78 -5.11  0.00
C 2.39 0.54 -5.52  0.00
C 2.35 1.55 -4.57  0.00
C 2.21 1.25 -3.23  0.00
H 4.43 -3.95 1.45  0.00
H 6.21 -4.19 -0.26  0.00
H 6.11 -2.78 -2.31  0.00
H 4.31 -1.21 -2.63  0.00
H 0.95 1.84 0.59  -0.02
H 2.05 3.76 1.69  0.00
H 4.50 4.09 1.45  0.00
H 5.82 2.47 0.11  0.00
H 4.72 0.55 -0.94  0.00
H 2.10 -2.12 -3.45  0.00
H 2.34 -1.59 -5.83  0.00
H 2.49 0.78 -6.57  0.00
H 2.41 2.59 -4.88  0.00
H 2.14 2.05 -2.51  0.00
O -2.53 0.90 -1.70  0.00
As -0.96 1.28 -2.49  0.03
O 0.20 0.72 -1.33  0.02
O -1.23 0.74 0.86  0.01
C -1.05 -0.20 -3.82  -0.01
C -1.15 0.30 -5.12  0.00
C -1.32 -0.51 -6.23  0.00
C -1.41 -1.88 -6.06  0.00
C -1.32 -2.43 -4.78  0.00
C -1.13 -1.60 -3.68  0.00
S -0.85 -2.50 -2.17  0.00
O -1.65 -3.70 -2.23  0.00
O 0.57 -2.72 -2.09  0.00
O -1.31 -1.59 -1.04  0.00
H -2.45 0.03 -1.28  0.00
H -1.09 1.38 -5.26  0.00
H -1.39 -0.08 -7.21  0.00
H -1.55 -2.53 -6.91  0.00
H -1.39 -3.50 -4.63  0.00
O -1.54 -1.86 1.94  0.01
N -2.11 -2.92 1.37  -0.01
C -3.28 -2.77 0.74  0.00
C -3.87 -3.84 0.10  0.00
C -3.24 -5.07 0.11  0.00
C -2.02 -5.19 0.77  0.00
C -1.47 -4.10 1.39  0.00
H -3.68 -1.76 0.76  0.00
H -4.80 -3.68 -0.42  0.00
H -3.67 -5.91 -0.40  0.00
H -1.48 -6.13 0.78  0.00
H -0.51 -4.08 1.89  0.00

Summary:
**Orbital gap (alpha / beta)**: 7.2 / 7.5 eV
**Total charge**: 0
**E_tot**: -6037.36074 Eh
**2S+1**: 3
**Molar mass**: 1055.79 g/mol
**HOMO level (alpha / beta)**: -7.070 / -7.385 eV

(3)
C59H43I4N8OSV as an isolated structure. Source: the OMol25 dataset; level of theory: ωB97M-V/def2-TZVPD.

Each line ends with the Mulliken charge.
Atoms and positions in Å:
V 0.12 -0.41 0.86  0.70
I -6.56 -4.31 -5.32  0.08
C -5.14 -3.44 -4.06  -0.26
C -4.92 -2.08 -4.11  -0.83
C -3.97 -1.51 -3.27  0.18
C -3.23 -2.29 -2.39  0.19
C -3.48 -3.66 -2.34  -0.12
C -4.43 -4.24 -3.17  -0.76
C -2.20 -1.68 -1.50  1.06
C -2.70 -0.88 -0.40  -0.41
C -4.03 -0.51 -0.20  -1.20
C -4.10 0.05 1.08  -1.42
C -2.81 -0.03 1.62  -0.59
C -2.43 0.23 2.98  1.45
C -3.49 0.77 3.88  -0.41
C -3.36 2.05 4.41  -0.23
C -4.33 2.56 5.27  -0.62
C -5.43 1.79 5.59  -0.14
I -6.88 2.55 6.89  0.07
C -5.58 0.52 5.06  -0.72
C -4.61 0.02 4.21  -0.07
C -1.22 -0.06 3.51  0.31
N -0.07 -0.49 2.83  0.42
C 0.97 -0.44 3.76  0.25
C 2.30 -0.50 3.49  1.88
C 3.27 -0.38 4.62  -0.71
C 3.85 0.85 4.94  -0.03
C 4.76 0.96 5.98  -0.65
C 5.10 -0.16 6.71  -0.10
I 6.46 0.00 8.28  0.08
C 4.53 -1.39 6.42  -0.68
C 3.63 -1.49 5.37  0.19
C 2.88 -0.70 2.18  -0.98
C 4.24 -0.77 1.89  -1.50
C 4.33 -1.04 0.52  -1.23
C 3.03 -1.11 0.04  -0.21
N 2.13 -0.87 1.06  0.23
C 2.66 -1.73 -1.22  1.52
C 1.41 -1.98 -1.66  -0.33
C 0.96 -2.86 -2.72  -1.78
C -0.37 -2.89 -2.75  -1.89
C -0.92 -1.98 -1.75  0.32
N 0.22 -1.39 -1.06  1.02
C 3.78 -2.24 -2.06  -0.40
C 4.54 -1.35 -2.82  -0.16
C 5.58 -1.79 -3.61  -0.89
C 5.87 -3.15 -3.65  -0.08
I 7.43 -3.83 -4.86  0.09
C 5.14 -4.05 -2.90  -0.83
C 4.10 -3.59 -2.10  0.11
C 0.42 -0.13 5.08  -1.61
C -0.88 0.11 4.93  -1.69
N -1.94 -0.55 0.70  0.33
H -5.48 -1.46 -4.80  0.43
H -3.81 -0.43 -3.30  0.38
H -2.93 -4.27 -1.64  0.56
H -4.61 -5.30 -3.12  0.41
H -4.85 -0.67 -0.87  0.67
H -4.98 0.42 1.58  0.68
H -2.49 2.64 4.16  0.46
H -4.21 3.55 5.69  0.38
H -6.45 -0.08 5.31  0.37
H -4.73 -0.98 3.79  0.53
H 3.58 1.72 4.36  0.53
H 5.20 1.92 6.21  0.39
H 4.80 -2.27 6.99  0.40
H 3.19 -2.45 5.13  0.51
H 5.05 -0.67 2.59  0.57
H 5.23 -1.23 -0.04  0.64
H 1.63 -3.44 -3.33  0.47
H -0.99 -3.49 -3.40  0.57
H 4.31 -0.29 -2.77  0.51
H 6.16 -1.09 -4.20  0.41
H 5.38 -5.10 -2.92  0.42
H 3.53 -4.29 -1.50  0.55
H 0.99 -0.11 5.99  0.51
H -1.59 0.38 5.70  0.53
S 0.67 2.50 -1.85  -0.50
C -0.99 2.98 -2.33  0.43
C -1.17 4.05 -3.19  -0.51
C -2.45 4.45 -3.53  -0.66
C -3.55 3.77 -3.02  -0.75
C -3.36 2.70 -2.16  -0.94
C -2.08 2.31 -1.80  0.73
H -0.31 4.55 -3.62  0.47
H -2.59 5.29 -4.20  0.40
H -4.55 4.08 -3.29  0.42
H -4.21 2.16 -1.75  0.55
H -1.96 1.46 -1.13  -0.23
C 2.28 4.44 2.42  -0.78
N 1.26 3.50 1.98  0.26
C -0.09 3.76 1.84  -1.38
C -0.66 2.60 1.40  -0.78
N 0.33 1.66 1.26  1.55
C 1.46 2.22 1.62  -1.43
H 1.79 5.28 2.90  0.34
H 2.86 4.80 1.57  0.31
H 2.93 3.95 3.13  0.25
H -0.50 4.72 2.06  0.56
H -1.69 2.38 1.19  0.72
H 2.42 1.74 1.63  0.84
N 0.27 0.05 -1.09  1.53
C 0.43 0.74 -2.14  -1.67
N 0.49 0.22 -3.42  1.84
C 1.58 0.74 -4.25  -0.58
C 1.71 -0.16 -5.47  -0.67
O 0.51 -0.17 -6.22  -0.47
C -0.56 -0.66 -5.43  -0.76
C -0.76 0.19 -4.19  0.01
H 2.51 0.72 -3.68  0.32
H 1.39 1.77 -4.57  0.29
H 1.96 -1.18 -5.15  0.22
H 2.49 0.21 -6.13  0.42
H -0.36 -1.70 -5.14  0.33
H -1.45 -0.63 -6.05  0.38
H -1.55 -0.21 -3.57  -0.41
H -1.04 1.21 -4.50  0.50

Summary:
**Orbital gap (alpha / beta)**: 5.2 / 5.1 eV
**Total charge**: 0
**E_tot**: -5320.37201 Eh
**Molar mass**: 1470.68 g/mol
**HOMO level (alpha / beta)**: -5.795 / -5.792 eV

Which of these has the highest E_tot? C59H43I4N8OSV

Among the records above, which one has the highest E_tot? C59H43I4N8OSV

What is the formula in the first record? C37H52N2O13PS7Ti